(1)
Entry from OMol25: a molecular structure, C28H38BFeN5P2 at a distorted geometry (wB97M-V/def2-TZVPD).

Computed properties:
Energy relative to the best compared isomer or geometry (same formula, charge and spin), kcal/mol: 0.00
F_max, eV/Å: 4.2
2S+1: 5
Total charge: 0
HOMO level (spin up / spin down), eV: -6.836 / -8.597
Frontier orbital gap (spin up / spin down), eV: 6.204 / 7.524
E, Ha: -3334.58121

Structure (XYZ):
```
75
Properties=species:S:1:pos:R:3:forces:R:3:lowdin_spin:R:1
Fe -0.469 0.298 -0.119 -1.32 -0.09 1.23 3.489
C 0.597 0.132 -2.178 -0.51 1.98 -1.38 0.041
C -0.254 1.228 -2.043 1.34 -0.82 -1.59 0.023
C -1.669 1.373 -2.578 -0.37 0.24 -0.30 0.005
C -2.822 0.921 -1.649 -0.16 0.35 -0.11 -0.005
C -2.464 -0.203 -0.725 0.25 -1.76 -0.70 -0.026
C -1.656 -1.300 -1.055 -1.74 0.17 0.10 0.074
C -1.182 -1.681 -2.432 0.22 -0.12 -0.48 0.008
C 0.257 -1.193 -2.770 -0.24 -0.65 0.12 0.005
C -0.842 -0.533 1.618 -0.41 -0.40 1.35 0.182
H 1.662 0.287 -1.971 -0.54 0.02 0.21 0.001
H 0.211 2.184 -1.750 -0.07 -0.59 0.15 0.006
H -1.805 0.895 -3.560 0.40 0.02 0.33 0.000
H -1.804 2.454 -2.737 0.04 -0.33 -0.14 0.001
H -3.133 1.767 -1.019 0.07 -0.14 -0.17 0.000
H -3.704 0.684 -2.264 0.14 -0.03 0.12 -0.004
H -3.029 -0.227 0.215 0.51 0.00 -0.33 0.004
H -1.509 -2.078 -0.292 -0.21 0.48 -0.31 0.001
H -1.876 -1.349 -3.219 0.12 0.00 0.36 0.002
H -1.165 -2.781 -2.475 -0.11 0.36 -0.07 0.000
H 0.991 -1.938 -2.415 -0.26 0.34 -0.04 0.000
H 0.374 -1.178 -3.867 0.02 0.17 0.26 0.000
H -0.046 -1.261 1.843 -0.29 0.27 0.12 0.015
H -1.837 -0.985 1.714 0.31 0.04 0.35 0.019
H -0.729 0.359 2.261 -0.10 -0.51 0.23 0.026
P -7.478 2.085 -2.961 -2.66 -1.16 -0.10 0.000
P -5.336 4.174 -4.292 0.23 0.80 -2.36 0.000
N -7.951 0.411 -3.270 0.45 -0.62 -0.46 0.000
N -9.073 2.503 -2.262 0.10 1.13 0.29 0.000
N -4.519 3.342 -5.625 -0.05 -1.09 0.16 0.000
N -4.988 5.788 -4.895 -0.22 0.99 0.34 0.000
C -7.795 2.742 -4.673 0.26 0.19 -0.36 0.000
C -7.079 4.077 -4.967 -0.03 -0.02 0.34 0.000
C -7.182 -0.718 -2.951 -1.00 -0.28 -0.53 0.000
C -7.860 -1.854 -3.382 0.17 1.05 0.13 0.000
C -9.080 -1.419 -3.994 0.57 1.21 0.20 0.000
C -9.094 -0.035 -3.939 0.62 -1.01 0.24 0.000
C -9.216 3.100 -1.001 -1.14 0.20 -0.53 0.000
C -10.532 3.536 -0.851 0.90 -0.58 -0.52 0.000
C -11.234 3.191 -2.051 1.25 -0.32 -0.37 0.000
C -10.315 2.593 -2.899 -0.30 0.59 0.84 0.000
C -3.533 2.375 -5.392 -0.32 -0.09 -0.99 0.000
C -3.269 1.700 -6.577 -0.39 0.64 0.65 0.000
C -4.119 2.260 -7.582 -0.48 0.63 0.88 0.000
C -4.886 3.239 -6.968 0.57 -0.77 -0.01 0.000
C -4.998 6.268 -6.210 0.03 0.84 0.64 0.000
C -4.870 7.646 -6.191 -0.07 -1.04 0.60 0.000
C -4.802 8.048 -4.816 -0.17 -0.85 0.07 0.000
C -4.897 6.903 -4.042 0.12 0.11 -1.11 0.000
H -8.868 2.887 -4.865 0.45 -0.20 0.14 0.000
H -7.449 1.965 -5.373 0.07 0.18 0.21 0.000
H -7.100 4.267 -6.054 0.08 0.05 0.55 0.000
H -7.606 4.922 -4.488 0.14 -0.29 -0.08 0.000
H -6.228 -0.597 -2.463 -0.08 -0.06 0.05 0.000
H -7.531 -2.878 -3.310 0.09 0.08 0.15 0.000
H -9.860 -2.014 -4.439 0.10 -0.09 0.01 0.000
H -9.816 0.641 -4.350 0.03 -0.09 0.08 0.000
H -8.369 3.180 -0.337 -0.05 -0.04 -0.02 0.000
H -10.955 4.063 -0.011 0.14 -0.12 0.11 0.000
H -12.271 3.369 -2.302 0.16 0.01 0.13 0.000
H -10.471 2.284 -3.917 -0.03 0.01 0.20 0.000
H -3.130 2.251 -4.400 -0.08 0.08 -0.20 0.000
H -2.575 0.882 -6.716 0.00 0.17 0.09 0.000
H -4.188 1.979 -8.624 0.05 0.02 0.16 0.000
H -5.672 3.849 -7.384 0.16 -0.21 -0.01 0.000
H -5.099 5.616 -7.056 0.16 0.09 0.10 0.000
H -4.824 8.272 -7.071 0.01 -0.02 0.15 0.000
H -4.698 9.064 -4.464 -0.01 -0.14 0.11 0.000
H -4.916 6.761 -2.971 0.10 0.06 -0.08 0.000
B 3.785 0.417 1.317 1.20 0.07 0.32 0.011
C 2.355 0.589 0.821 -1.75 0.03 -0.28 0.050
N 1.244 0.682 0.461 4.02 0.91 0.99 0.063
H 4.407 1.417 0.998 -0.15 -0.07 0.01 0.003
H 4.260 -0.547 0.744 -0.16 0.02 0.05 0.002
H 3.794 0.282 2.532 -0.17 -0.02 -0.30 0.004
```
Forces are in eV/Å.

---

(2)
Entry from OMol25: a molecular structure, C28H38BrCsF6N12O6S3 at a distorted geometry (wB97M-V/def2-TZVPD).

Computed properties:
Energy relative to the best compared isomer or geometry (same formula, charge and spin), kcal/mol: 0.00
F_max, eV/Å: 3.3
Total charge: -2
HOMO level, eV: -4.346
Frontier orbital gap, eV: 7.364
E, Ha: -6586.35209

Structure (XYZ):
```
95
Properties=species:S:1:pos:R:3:forces:R:3:lowdin_charge:R:1
Cs 1.028 0.163 -1.024 0.28 -0.20 -0.03 0.936
N 3.091 -1.266 -4.076 -1.60 0.24 -0.41 -0.006
C 2.057 -2.000 -4.844 -0.47 0.10 1.35 -0.252
C 1.620 -3.394 -4.252 0.44 0.22 -1.19 -0.126
C 0.819 -3.356 -2.968 0.13 1.40 0.91 -0.743
O 1.247 -2.548 -2.067 0.01 -0.39 -0.40 -0.260
O -0.200 -4.046 -2.855 -0.33 -0.58 -0.37 -0.057
H 4.014 -1.484 -4.345 1.03 -0.46 -0.22 0.038
H 2.944 -1.461 -3.103 0.10 -0.22 0.45 0.016
H 2.439 -2.138 -5.874 -0.54 0.22 0.40 0.101
H 1.126 -1.356 -4.772 0.99 -0.68 -0.74 0.077
H 2.495 -4.013 -4.034 0.17 0.06 -0.16 0.110
H 1.041 -3.907 -5.038 0.08 0.03 0.36 0.103
C -1.363 5.343 -3.571 -0.69 -1.20 -1.49 -0.029
C -1.515 3.793 -3.744 2.21 1.88 0.63 -0.229
C -2.295 3.162 -4.654 -1.93 -0.02 -1.34 -0.058
C -2.336 1.765 -4.654 -0.28 -1.57 0.01 -0.094
C -1.528 1.073 -3.744 0.09 -0.35 -0.86 -0.633
Br -1.555 -0.906 -3.544 -0.15 1.57 -0.28 0.747
N -0.603 1.702 -3.029 -0.88 -3.21 -0.31 -0.063
C -0.616 2.973 -3.040 -0.25 2.80 0.74 -0.148
H -0.501 5.793 -4.117 -0.61 -0.61 0.18 0.087
H -1.258 5.632 -2.545 -0.08 -0.05 0.66 0.061
H -2.304 5.745 -3.978 0.43 0.35 0.21 0.069
H -2.988 3.712 -5.367 1.01 -0.61 1.00 0.136
H -2.989 1.186 -5.338 0.45 0.58 0.58 0.109
H 0.081 3.410 -2.350 0.36 0.54 0.11 0.121
N -2.490 2.814 2.373 -0.58 0.85 -0.79 0.094
C -3.592 3.138 1.617 -1.61 -0.27 -0.62 -0.126
C -3.218 3.106 0.277 0.14 0.56 1.02 -0.151
N -1.867 2.820 0.227 -0.20 0.44 -0.68 0.105
C -1.474 2.702 1.468 0.12 -0.37 0.76 -0.305
C -0.094 2.566 1.924 0.69 -0.03 -0.50 -0.314
N 0.934 2.290 1.140 1.16 0.23 2.06 -0.003
C 2.050 2.309 2.044 -0.58 0.41 -1.46 -0.129
C 1.637 2.674 3.293 -0.85 -0.78 -1.09 -0.085
N 0.266 2.809 3.217 0.82 -0.45 -2.01 0.125
H -2.442 2.789 3.420 0.05 -0.06 -0.62 0.058
H -4.636 3.257 2.002 1.42 -0.06 -0.05 0.120
H -3.804 3.464 -0.601 0.61 -0.77 0.84 0.099
H 3.076 2.133 1.668 -0.93 0.06 0.44 0.110
H 2.138 2.648 4.214 0.58 0.27 0.92 0.094
H -0.412 3.011 3.894 -0.73 0.25 1.66 0.070
N -2.200 2.673 5.151 -0.01 -0.15 0.53 0.076
C -2.908 2.138 5.918 -0.77 -0.20 -0.19 -0.367
N -3.684 1.464 6.716 1.76 0.04 -0.21 0.029
C -4.945 1.718 6.871 -1.35 0.41 -0.31 -0.474
N -6.094 1.876 6.993 0.43 -0.07 0.17 0.043
F 9.247 -1.111 -1.569 -0.36 0.04 -0.03 0.140
C 9.920 -0.712 -0.502 -0.18 -1.46 0.87 -0.675
F 10.237 -1.843 0.224 -0.14 0.48 -0.69 0.068
F 11.045 -0.180 -0.915 0.97 0.45 -0.25 0.142
S 9.044 0.388 0.684 -0.28 -0.11 -0.81 0.520
O 7.692 -0.033 0.695 -1.07 -0.75 0.14 -0.274
O 9.839 0.211 1.841 0.74 0.31 1.09 -0.278
N 9.228 1.814 0.083 0.21 0.73 -0.65 -0.294
S 8.341 2.314 -1.136 2.47 0.91 -1.12 0.567
O 7.686 1.333 -1.936 -0.10 -0.61 0.17 -0.262
O 9.006 3.396 -1.840 0.34 -0.92 0.39 -0.302
C 7.100 3.280 -0.379 -2.79 -0.73 -1.44 -0.725
F 6.335 2.573 0.449 -0.21 0.21 0.30 0.134
F 6.321 3.619 -1.481 -0.03 0.27 1.15 0.063
F 7.495 4.366 0.191 0.47 1.21 0.87 0.185
C -4.549 -4.925 -0.102 -0.79 -1.89 -1.05 -0.124
C -3.139 -5.523 -0.372 -0.15 0.86 -1.12 -0.251
C -2.050 -4.720 0.316 -0.83 1.99 -0.25 -0.183
C -1.772 -3.322 -0.349 0.50 0.63 -0.08 -0.154
N -0.687 -2.519 0.304 -1.23 -2.13 -1.39 -0.026
C -0.720 -1.946 1.493 -0.60 0.39 -0.20 -0.906
S 0.690 -1.253 2.027 0.84 0.49 1.08 0.572
N -1.925 -1.846 2.091 -0.03 -0.09 1.06 0.021
C -2.198 -0.782 3.090 0.81 -0.43 -1.17 -0.194
C -3.538 -0.153 2.799 -0.37 0.68 1.27 -0.218
C -4.719 -0.987 3.368 0.10 1.33 0.76 -0.268
C -4.990 -2.315 2.664 -1.18 0.98 -0.52 -0.130
H -5.312 -5.548 -0.676 0.81 0.48 0.78 0.078
H -4.757 -3.939 -0.485 0.42 0.59 0.24 0.049
H -4.800 -5.039 0.964 0.08 0.38 -0.33 0.067
H -2.851 -5.491 -1.465 -0.72 -0.46 0.93 0.126
H -3.210 -6.554 0.002 0.47 0.15 -0.28 0.100
H -1.105 -5.183 0.350 1.07 -0.97 0.10 0.099
H -2.407 -4.534 1.321 0.26 0.00 0.63 0.089
H -2.663 -2.695 -0.443 -0.22 -0.04 0.39 0.106
H -1.385 -3.376 -1.381 -0.24 -0.73 0.39 0.073
H 0.217 -2.670 -0.125 0.19 0.01 -0.11 0.062
H -2.701 -2.386 1.730 0.35 0.32 -0.13 0.081
H -1.277 -0.152 2.929 -1.24 -0.06 0.73 0.061
H -2.294 -1.112 4.143 0.70 -0.24 -0.48 0.125
H -3.746 0.087 1.751 0.37 0.00 -0.02 0.114
H -3.467 0.804 3.371 -0.57 -0.64 -0.49 0.084
H -5.578 -0.247 3.393 0.50 -1.26 -0.09 0.119
H -4.503 -1.261 4.441 -0.17 0.57 -0.88 0.116
H -5.258 -2.175 1.572 0.76 -0.27 0.99 0.089
H -5.928 -2.686 3.117 0.70 -0.51 -0.12 0.073
H -4.106 -2.944 2.851 -0.76 -0.31 -0.30 0.064
```
Forces are in eV/Å.

---

(3)
Entry from OMol25: a molecular structure, C28H38Cl2KN4O9S2Sb (wB97M-V/def2-TZVPD).

Computed properties:
Energy relative to the best compared isomer or geometry (same formula, charge and spin), kcal/mol: 28.57
F_max, eV/Å: 0.8
Total charge: -2
HOMO level, eV: -2.425
Frontier orbital gap, eV: 6.114
E, Ha: -4542.94852

Structure (XYZ):
```
85
Properties=species:S:1:pos:R:3:forces:R:3:lowdin_charge:R:1
K -0.535 -0.708 0.121 0.03 -0.09 0.26 0.718
C 0.809 -3.927 -3.200 0.01 0.04 0.00 -0.025
N 0.793 -2.506 -3.515 0.02 -0.07 0.05 -0.122
C 2.020 -1.958 -4.077 -0.02 -0.02 -0.03 -0.049
C -0.155 -1.729 -2.946 0.03 0.13 0.03 -0.453
O -1.140 -2.162 -2.370 -0.03 0.01 -0.07 0.042
C 0.055 -0.211 -3.070 -0.09 0.03 -0.14 -0.122
O -0.737 0.427 -2.103 0.18 0.24 -0.13 -0.222
C -1.607 1.433 -2.504 -0.05 -0.06 -0.11 -0.136
C -1.895 2.313 -1.292 -0.17 -0.01 0.06 -0.408
O -1.287 2.193 -0.248 0.05 0.05 -0.16 -0.012
N -2.867 3.260 -1.459 0.05 0.02 0.01 -0.138
C -3.145 4.161 -0.362 -0.01 0.01 0.00 -0.041
C -3.514 3.522 -2.722 -0.02 -0.03 0.02 -0.062
H 0.607 -4.526 -4.094 0.01 0.00 -0.02 0.084
H 0.061 -4.135 -2.441 0.01 0.00 0.01 0.084
H 1.790 -4.196 -2.803 -0.02 0.00 -0.01 0.086
H 2.463 -2.722 -4.717 -0.01 -0.01 -0.02 0.088
H 2.741 -1.711 -3.293 -0.04 0.02 -0.04 0.075
H 1.810 -1.092 -4.706 0.01 0.01 0.02 0.079
H -0.228 0.102 -4.084 0.02 -0.03 -0.02 0.135
H 1.099 0.047 -2.889 0.00 -0.02 0.05 0.111
H -2.543 1.003 -2.875 0.02 0.00 0.01 0.112
H -1.165 2.065 -3.289 0.02 0.00 -0.01 0.140
H -2.770 3.717 0.556 0.01 -0.01 0.00 0.087
H -4.223 4.312 -0.276 0.00 -0.02 -0.01 0.084
H -2.665 5.137 -0.502 0.01 -0.01 -0.01 0.087
H -3.654 2.605 -3.290 0.00 0.02 0.01 0.080
H -2.959 4.242 -3.339 0.00 0.00 0.00 0.088
H -4.504 3.938 -2.532 0.00 0.00 0.01 0.083
Cl -6.166 -4.565 2.350 -0.01 -0.01 0.01 0.572
C -5.138 -3.191 1.981 -0.01 0.03 -0.07 -0.687
C -4.307 -2.670 2.983 0.05 0.06 0.01 -0.150
C -3.504 -1.600 2.711 0.02 -0.02 0.09 -0.569
Cl -2.471 -0.964 3.960 -0.03 -0.02 -0.04 0.673
C -3.439 -0.949 1.416 -0.22 0.12 -0.24 -0.443
O -2.672 0.004 1.176 -0.39 0.02 0.36 -0.148
C -4.342 -1.518 0.437 0.05 0.04 -0.05 -0.121
C -4.510 -0.958 -0.896 -0.17 0.07 0.14 -0.227
O -4.079 0.084 -1.355 0.06 -0.04 -0.03 0.024
C -5.146 -2.627 0.734 0.00 -0.05 0.07 -0.100
H -4.292 -3.116 3.968 -0.01 -0.01 0.00 0.096
H -5.188 -1.579 -1.526 0.05 -0.04 -0.04 0.111
H -5.790 -3.034 -0.038 0.01 0.01 -0.01 0.100
O 2.880 -2.142 3.527 0.09 -0.08 0.04 -0.606
S 1.731 -1.264 3.259 -0.05 0.19 -0.06 0.641
N 1.468 -0.717 1.913 0.13 -0.04 0.33 -0.564
O 0.806 -4.757 0.135 0.11 -0.07 0.05 0.007
C 1.693 -3.925 -0.051 -0.45 0.31 -0.03 -0.550
N 1.387 -2.590 -0.129 0.18 -0.47 -0.12 -0.231
S 2.544 -1.532 0.032 0.62 -0.07 -0.37 0.889
O 2.196 -0.360 -0.771 -0.25 0.05 0.07 -0.522
O 3.728 -2.394 -1.465 0.10 0.32 -0.01 -0.221
C 3.996 -3.607 -1.100 0.18 -0.74 0.21 -0.396
C 5.224 -4.229 -1.461 -0.19 0.28 -0.04 -0.039
C 5.540 -5.506 -1.052 -0.02 -0.13 0.06 -0.136
C 4.652 -6.253 -0.272 0.01 0.10 -0.06 -0.133
C 3.433 -5.685 0.056 0.02 0.04 -0.03 -0.047
C 3.088 -4.395 -0.338 0.13 0.02 0.01 -0.111
H 5.911 -3.638 -2.057 0.03 -0.04 0.01 0.096
H 6.498 -5.934 -1.334 -0.01 0.02 -0.01 0.083
H 4.904 -7.253 0.058 0.01 0.00 -0.01 0.076
H 2.693 -6.236 0.623 0.00 0.00 0.00 0.108
C 3.263 4.412 3.156 0.00 0.05 0.00 -0.219
C 2.955 2.986 2.709 -0.02 0.08 0.13 -0.449
Sb 1.321 2.678 1.284 0.09 -0.19 -0.06 1.452
C 0.911 4.789 0.866 -0.02 0.13 -0.08 -0.457
C 0.054 5.691 1.749 -0.01 -0.02 0.04 -0.206
C -0.094 2.148 2.823 -0.14 -0.04 0.06 -0.440
C -0.482 3.158 3.897 0.00 0.03 0.03 -0.185
H 4.080 4.446 3.885 0.00 -0.02 0.00 0.054
H 2.395 4.889 3.619 0.02 -0.03 0.00 0.039
H 3.561 5.047 2.317 -0.01 -0.02 -0.01 0.048
H 2.698 2.367 3.573 0.00 0.00 -0.02 0.037
H 3.840 2.530 2.261 -0.01 0.01 0.00 0.030
H 0.480 4.761 -0.140 -0.02 -0.03 0.02 0.016
H 1.908 5.225 0.742 -0.01 0.00 0.01 0.019
H -0.970 5.321 1.818 0.01 -0.01 -0.02 0.041
H 0.004 6.711 1.348 0.00 0.00 0.01 0.054
H 0.436 5.759 2.769 0.01 -0.01 -0.03 0.043
H 0.402 1.291 3.284 0.00 0.02 -0.05 -0.003
H -0.979 1.739 2.328 0.02 0.06 -0.01 0.025
H 0.392 3.645 4.343 0.02 -0.02 -0.01 0.049
H -1.027 2.666 4.709 0.01 -0.02 -0.02 0.060
H -1.129 3.946 3.512 0.00 -0.01 -0.01 0.040
```
Forces are in eV/Å.